# 1
Entry from the Open Molecules 2025 dataset: 5 unconnected molecules or ions with the total composition C24H40Br2N3O8S4 (ωB97M-V/def2-TZVPD).

```
81
Properties=species:S:1:pos:R:3:forces:R:3:mulliken_charge:R:1
C -1.27521 -0.86795 4.97400 5.364 -2.739 -3.515 -0.117
C -0.21209 -1.31100 4.31333 -5.192 -0.013 1.981 -0.694
C 0.66494 -2.29135 3.37273 -1.799 2.578 0.821 0.488
N 0.71131 -2.08240 1.93068 3.372 -5.730 5.388 0.274
C 1.60193 -3.20838 1.50083 0.265 -1.067 3.265 -0.481
C 2.03719 -4.07261 2.76465 -1.611 2.388 -2.769 0.187
N 2.87355 -5.28951 2.81330 -2.773 1.527 1.091 -0.475
N 1.41644 -3.39678 3.95084 -0.347 1.114 -4.278 0.437
C 1.56409 -3.80507 5.38259 1.784 1.753 1.825 -0.489
Br 0.46261 -5.35209 5.96930 1.135 1.678 -0.886 -0.002
C 2.47634 -3.08308 6.25486 -1.924 -1.263 -3.085 0.348
C 3.28507 -1.81458 5.63534 0.203 -0.176 0.500 -0.792
Br 2.65748 -3.72576 8.11974 -0.056 1.023 -2.170 -0.084
H -2.23450 -0.55213 5.54824 2.469 -0.503 -1.315 0.373
H 0.26561 -1.34646 1.34955 0.411 -0.052 0.582 0.208
H 1.88767 -3.36260 0.40012 -0.524 0.196 2.177 0.402
H 2.44172 -6.04126 2.22147 0.546 1.161 0.274 0.106
H 2.78027 -5.66586 3.78650 0.337 0.523 -0.914 0.344
H 4.26112 -1.59900 6.22905 -1.923 -0.476 -0.854 0.351
H 3.62115 -2.01975 4.53558 -0.879 0.211 2.036 0.237
H 2.59673 -0.87181 5.67224 1.262 -1.779 -0.042 0.241
C -0.34602 1.16608 -3.13535 -0.252 0.063 -0.079 -0.675
C -0.26750 2.49778 -2.38819 0.363 0.148 -0.332 -0.023
C -0.77359 2.25681 -0.96679 -0.075 0.579 0.023 -0.240
S -0.43116 0.54143 -0.59808 -0.329 0.714 -1.099 1.386
O -1.68760 -0.15687 -0.44115 0.438 -0.252 0.552 -0.715
O 0.62472 0.46547 0.39569 -0.232 -0.759 0.639 -0.819
C 0.24967 0.12867 -2.19354 0.241 -0.220 -0.414 -0.813
H 0.19216 1.20147 -4.08522 -0.068 -0.044 0.113 0.427
H -1.39265 0.92301 -3.34790 0.112 0.018 -0.033 0.254
H 0.77387 2.83683 -2.35638 -0.089 -0.046 0.041 0.389
H -0.84994 3.27571 -2.88661 0.248 -0.259 0.301 -0.422
H -0.25915 2.89257 -0.24385 -0.076 -0.193 0.051 -0.039
H -1.85264 2.40942 -0.89536 0.092 -0.136 -0.003 0.376
H -0.01556 -0.89532 -2.45861 -0.003 0.022 0.204 0.491
H 1.33596 0.23205 -2.13019 -0.094 -0.015 0.088 0.368
C 2.01567 -9.13707 -1.86268 0.178 -0.019 -0.160 -0.558
C 2.56151 -10.13904 -0.84440 -0.099 -0.271 -0.120 -0.639
C 3.03292 -9.34410 0.37408 0.393 -0.471 0.083 -0.700
S 2.03471 -7.86099 0.42000 -0.332 -0.820 -0.578 1.348
O 2.89349 -6.71976 0.18731 -0.257 0.171 0.414 -0.669
O 1.13045 -7.92867 1.54869 0.398 0.656 0.148 -0.705
C 1.11860 -8.19331 -1.07342 -0.233 -0.034 -0.430 -0.728
H 1.46715 -9.63351 -2.66628 0.054 0.092 0.089 0.348
H 2.84395 -8.57894 -2.31233 -0.115 -0.025 0.009 0.296
H 1.76384 -10.82880 -0.54831 0.089 0.081 -0.029 0.299
H 3.37408 -10.73818 -1.26247 -0.096 0.074 0.094 0.324
H 2.89131 -9.90456 1.29962 0.026 0.255 -0.008 0.382
H 4.07865 -9.04495 0.27650 -0.150 0.108 0.054 0.383
H 0.90936 -7.26057 -1.59767 0.013 0.014 0.205 0.375
H 0.18414 -8.68375 -0.78972 0.093 0.098 0.067 0.378
C -0.58147 5.38926 1.86696 0.063 -0.118 0.085 -0.637
C 0.05693 6.65993 2.43009 -0.057 0.014 0.275 -0.721
C 0.72117 7.39474 1.26480 0.357 0.201 0.485 -0.695
S -0.20116 6.94534 -0.20038 -0.303 0.216 -0.070 1.284
O 0.66276 6.18002 -1.07158 -0.194 0.214 -0.047 -0.649
O -0.94547 8.09435 -0.66584 0.343 -0.353 -0.232 -0.717
C -1.32423 5.82220 0.61018 -0.261 -0.416 0.243 -0.101
H -1.25378 4.91896 2.58843 0.068 0.024 -0.089 0.445
H 0.20022 4.66564 1.61041 -0.076 0.028 0.011 0.254
H -0.72034 7.29375 2.87045 0.075 -0.078 -0.057 0.319
H 0.78045 6.43414 3.21749 -0.078 0.066 -0.091 0.340
H 0.68413 8.47708 1.39806 0.037 -0.120 -0.227 0.352
H 1.75509 7.07215 1.12565 -0.139 0.030 -0.128 0.359
H -1.56516 4.99180 -0.05422 -0.010 0.222 -0.151 -0.151
H -2.23050 6.37890 0.86094 0.101 -0.008 -0.103 0.379
C -3.66166 6.02639 -5.58119 -0.113 -0.022 -0.207 -0.671
C -4.86763 6.06305 -4.64159 -0.085 0.297 -0.001 -0.574
C -4.91211 4.72644 -3.89972 -0.607 0.141 0.063 -0.724
S -3.22385 4.14167 -3.82174 -0.239 0.463 -0.283 1.117
O -3.11790 2.93308 -4.60830 0.205 -0.038 0.488 -0.696
O -2.75571 4.21765 -2.45348 -0.134 -0.352 -0.032 -0.562
C -2.50665 5.48508 -4.74982 0.230 0.359 -0.242 -0.640
H -3.43443 7.01424 -5.98819 0.006 -0.130 0.044 0.356
H -3.86752 5.35331 -6.42045 0.069 0.072 0.058 0.304
H -4.74425 6.87986 -3.92229 -0.003 -0.092 -0.079 0.308
H -5.79833 6.24317 -5.18523 0.101 -0.040 0.098 0.320
H -5.30278 4.84111 -2.88728 0.133 -0.198 -0.079 0.330
H -5.50149 3.98589 -4.44437 0.184 -0.028 0.085 0.376
H -1.67659 5.11892 -5.35453 -0.032 -0.108 0.176 0.441
H -2.15154 6.23240 -4.03559 -0.003 -0.130 0.001 0.316
```
Forces are in eV/Å.

Computed properties:
Orbital gap, hartree: 0.2889
M, g mol⁻¹: 786.7
E, eV: -229798.5646
Charge: +1

# 2
Entry from the Open Molecules 2025 dataset: 4 unconnected molecules or ions with the total composition C24H40ClI2NO6 (ωB97M-V/def2-TZVPD).

```
74
Properties=species:S:1:pos:R:3:forces:R:3:mulliken_charge:R:1
C -1.66613 -4.31114 -2.88855 -0.132 0.108 0.111 -1.315
C -1.68818 -2.79429 -2.69959 0.079 0.001 0.021 -0.268
C -1.05770 -2.05137 -3.88188 0.070 -0.008 0.003 -0.441
C -1.44509 -0.58292 -4.06730 -0.094 0.114 -0.021 -1.534
C -0.91532 0.41208 -3.03524 0.036 -0.076 0.062 2.747
C -1.64624 0.35743 -1.66563 0.039 0.160 -0.034 -1.033
C -2.93341 1.14354 -1.58189 -0.109 -0.234 -0.163 0.818
O -3.72402 1.32143 -2.44077 0.123 0.021 0.075 -0.409
Cl -3.24195 1.74711 0.07587 0.000 0.042 0.055 -0.211
C 0.59955 0.30653 -2.79153 0.029 -0.004 0.122 -1.517
C 1.08730 1.75990 -2.50043 -0.200 0.092 0.131 -0.107
I 2.73631 2.23049 -3.86839 0.075 0.003 -0.019 0.186
C 1.62574 1.89202 -1.08368 -0.003 -0.184 0.064 0.034
C 2.29199 3.15109 -0.57613 -0.292 0.059 -0.263 -0.062
O 3.13112 3.13416 0.24857 0.460 -0.056 0.324 -0.449
I 1.59335 5.07467 -1.25248 -0.078 0.143 -0.020 0.021
N -0.06766 2.58128 -2.79231 0.379 -0.290 -0.629 0.135
C -0.97369 1.84582 -3.56579 -0.045 -0.008 0.456 -0.689
O -1.64866 2.29413 -4.44311 -0.226 0.119 -0.246 -0.600
H -2.02523 -4.57598 -3.88470 0.056 -0.073 0.042 0.203
H -2.32268 -4.79950 -2.16488 0.065 -0.002 0.010 0.391
H -0.66201 -4.71278 -2.73898 0.002 -0.001 -0.140 0.357
H -1.15507 -2.55042 -1.77366 -0.076 0.012 -0.005 0.235
H -2.72159 -2.45501 -2.56539 0.006 -0.039 -0.073 0.367
H -1.34704 -2.57404 -4.79817 -0.025 0.025 0.018 0.464
H 0.03384 -2.14045 -3.82716 -0.039 -0.050 -0.020 0.248
H -2.53377 -0.48020 -4.11009 0.044 -0.015 -0.007 0.447
H -1.07861 -0.24732 -5.04158 -0.020 -0.038 0.003 0.346
H -0.99535 0.69222 -0.86116 -0.032 0.022 -0.022 -0.314
H -1.92347 -0.67160 -1.42797 0.031 0.033 -0.014 0.470
H 1.08588 -0.07033 -3.68850 -0.020 -0.036 0.026 0.538
H 0.84835 -0.36473 -1.96706 0.032 0.018 -0.027 0.266
H 0.79686 1.71243 -0.38698 0.018 0.050 -0.018 -0.168
H 2.37330 1.11426 -0.91165 -0.079 -0.022 -0.006 0.448
H 0.11351 3.50776 -3.15756 -0.075 0.076 0.222 0.394
C 1.95866 3.07797 4.79640 -0.020 -0.079 -0.076 -0.260
C 1.77134 3.15799 3.28221 -0.066 0.060 0.020 -0.539
C 1.60821 1.68920 2.91638 0.019 0.010 -0.005 0.057
O 0.98744 1.06117 4.03664 0.004 -0.025 -0.003 -0.441
C 1.00184 1.94954 5.15772 0.017 0.026 0.019 -0.506
H 1.73842 4.00495 5.32065 0.015 -0.004 0.001 0.349
H 2.98566 2.79824 5.03627 -0.008 0.014 0.000 0.043
H 0.85764 3.70978 3.04629 0.001 -0.004 -0.007 0.285
H 2.59919 3.63026 2.75781 0.021 -0.004 0.018 0.359
H 2.57966 1.21904 2.72744 -0.003 0.003 -0.010 0.212
H 0.97419 1.53252 2.03954 -0.003 -0.004 0.003 -0.083
H -0.01228 2.32713 5.32841 0.002 0.007 -0.004 0.266
H 1.31183 1.38721 6.03973 -0.003 -0.002 0.001 0.261
C 5.40043 3.56725 8.78808 -0.004 0.006 0.003 -0.599
C 4.57503 4.70092 9.39482 0.002 -0.007 -0.005 -0.543
C 3.96160 5.32878 8.14951 0.004 -0.008 0.025 -0.462
O 3.78789 4.26527 7.21208 -0.006 0.027 0.007 -0.317
C 4.49365 3.10560 7.65440 0.012 -0.002 0.006 -0.404
H 5.63066 2.76818 9.49121 -0.005 0.004 0.008 0.343
H 6.34008 3.95476 8.38946 -0.002 0.002 -0.005 0.268
H 3.79390 4.29597 10.04133 -0.004 -0.002 -0.005 0.268
H 5.16463 5.40998 9.97403 0.009 -0.004 -0.002 0.333
H 4.62765 6.08331 7.71773 0.005 -0.002 0.004 0.280
H 2.99128 5.79135 8.33451 0.000 0.003 -0.004 0.263
H 3.77373 2.35716 8.00399 0.002 -0.001 0.004 0.258
H 5.04193 2.68679 6.80925 -0.002 -0.001 -0.003 0.316
C -4.57464 -7.70784 -5.98985 -0.002 0.008 0.005 -0.550
C -5.72269 -6.74393 -5.69345 0.009 -0.002 -0.001 -0.541
C -5.00076 -5.63510 -4.93829 -0.022 -0.008 -0.005 -0.428
O -3.67748 -5.58754 -5.47344 0.042 0.052 -0.012 -0.344
C -3.43354 -6.74083 -6.27965 -0.018 -0.029 0.003 -0.409
H -4.77302 -8.38201 -6.82169 -0.009 0.005 -0.002 0.337
H -4.34872 -8.30949 -5.10721 0.004 0.004 0.003 0.269
H -6.14335 -6.35862 -6.62426 0.005 0.004 -0.001 0.259
H -6.52880 -7.18932 -5.11243 0.005 -0.008 0.002 0.328
H -4.94717 -5.85663 -3.86659 0.000 -0.004 -0.001 0.260
H -5.46321 -4.65557 -5.06508 0.002 0.002 0.002 0.295
H -3.42254 -6.44642 -7.33441 -0.005 -0.003 0.000 0.264
H -2.45252 -7.14327 -6.02379 0.004 0.003 0.000 0.255
```
Forces are in eV/Å.

Computed properties:
Orbital gap, hartree: 0.3402
M, g mol⁻¹: 727.8
E, eV: -68035.2065

# 3
Entry from the Open Molecules 2025 dataset: a molecular structure, C24H40N3O6PdS2Si (ωB97M-V/def2-TZVPD).

```
77
Properties=species:S:1:pos:R:3:forces:R:3:mulliken_charge:R:1
Pd -0.21237 0.24732 -0.25383 -1.046 0.041 0.240 0.340
C -0.66850 -3.93347 -0.50842 0.040 -0.019 -0.153 -1.071
Si -1.37412 -2.42370 -1.31984 0.042 0.072 0.061 0.107
C -0.20069 -1.76872 -2.58656 -0.015 0.017 0.048 -0.988
C -3.09335 -2.54319 -2.01746 -0.031 0.000 0.017 -1.037
N -1.44693 -1.20136 0.13351 -0.024 -0.540 -0.065 0.209
C -1.94421 -1.46852 1.28890 0.010 0.136 0.045 1.199
C -2.80191 -2.63012 1.51947 -0.027 -0.002 -0.019 -0.653
C -3.18081 -2.99082 2.75392 0.059 0.027 0.004 -1.061
C -2.74256 -2.22696 3.89245 -0.069 -0.055 -0.038 -0.507
C -1.96640 -1.11981 3.78317 0.137 0.065 -0.068 -1.206
C -1.58274 -0.66610 2.49895 -0.012 -0.002 0.033 0.678
O -0.94957 0.43072 2.31219 -0.140 0.020 -0.032 1.035
C -0.27786 1.08226 3.39261 -0.032 -0.010 -0.098 0.160
C -0.69329 2.35436 3.71188 0.110 0.005 0.105 -0.203
C 0.00826 3.02077 4.70976 -0.043 -0.014 -0.048 -0.782
C 1.08901 2.40531 5.32552 0.012 -0.022 0.007 -0.672
C 1.48622 1.12760 4.95039 -0.006 0.001 -0.009 -1.010
C 0.80008 0.44087 3.95977 0.073 0.096 0.052 0.070
H -0.49067 -4.68234 -1.28484 0.044 -0.005 0.014 0.443
H -1.28363 -4.39494 0.26004 -0.013 -0.025 0.023 0.429
H 0.29650 -3.65833 -0.07531 -0.003 -0.013 0.028 0.293
H -0.25810 -2.43741 -3.45127 0.043 -0.042 0.013 0.441
H 0.82552 -1.76338 -2.21164 0.002 0.048 -0.003 0.261
H -0.44626 -0.76733 -2.93932 -0.018 -0.020 -0.042 0.272
H -3.03484 -3.17795 -2.90583 -0.020 0.002 -0.001 0.409
H -3.42964 -1.55787 -2.34648 -0.007 0.006 0.002 0.265
H -3.85223 -2.97171 -1.36346 -0.002 0.003 0.013 0.401
H -3.11616 -3.19306 0.65487 -0.047 0.008 0.006 0.407
H -3.80884 -3.85527 2.91489 -0.007 -0.003 -0.023 0.482
H -3.06971 -2.53944 4.87643 0.012 -0.003 0.009 0.463
H -1.66275 -0.54784 4.64818 -0.014 -0.037 -0.006 0.636
H -1.52239 2.81130 3.18991 -0.022 0.007 0.005 0.229
H -0.28405 4.02204 4.99531 -0.001 -0.004 0.000 0.460
H 1.64070 2.93435 6.09034 -0.001 -0.002 0.003 0.442
H 2.35545 0.67235 5.40389 -0.001 -0.005 0.003 0.443
H 1.12989 -0.51893 3.58398 -0.009 -0.011 0.022 0.528
O 2.30208 -0.24683 -0.74070 0.473 -0.172 0.376 -0.611
S 2.28878 -0.42263 0.73162 0.065 0.106 -0.202 0.924
O 3.36819 -1.16403 1.30415 0.002 -0.209 0.024 -0.698
O 0.93752 -1.15368 1.00117 -0.047 0.739 -0.407 -0.537
O 2.10557 0.91661 1.38790 0.199 0.085 -0.105 -0.736
C -6.36325 2.16060 -1.04696 0.004 0.008 0.007 -0.884
C -6.61626 2.61533 0.38752 -0.013 -0.001 -0.001 -0.677
C -5.39732 3.18629 1.11160 -0.001 0.030 -0.016 -0.228
C -4.35506 2.15311 1.54375 -0.050 0.021 -0.012 -0.881
N -3.56568 1.57588 0.46057 0.032 -0.082 0.061 0.403
C -2.58689 2.18698 -0.21182 -0.116 0.082 -0.094 0.192
S -1.86502 1.31162 -1.54222 0.122 0.072 0.101 -0.561
N -2.25819 3.42179 0.11504 0.043 -0.078 0.003 0.208
C -1.24852 4.28502 -0.51286 -0.013 -0.032 -0.056 -0.961
C -1.82727 5.67578 -0.72276 0.010 0.004 -0.022 -0.979
C -2.99721 5.71823 -1.70486 -0.012 -0.017 0.011 0.378
C -2.62266 5.27797 -3.11595 -0.006 -0.007 0.010 -1.261
H -7.29519 1.85355 -1.52007 -0.002 0.009 -0.009 0.407
H -5.67743 1.31512 -1.10992 -0.003 -0.015 -0.004 0.137
H -5.94098 2.97187 -1.64430 0.011 -0.006 0.000 0.199
H -7.03330 1.79258 0.97701 0.007 -0.002 0.005 0.294
H -7.38457 3.39062 0.37420 -0.003 -0.009 -0.002 0.361
H -5.72525 3.70025 2.01839 -0.007 -0.013 0.002 0.496
H -4.93356 3.94949 0.47743 -0.001 0.003 0.017 -0.062
H -4.85522 1.32072 2.04105 0.013 0.004 0.021 0.741
H -3.66719 2.58311 2.27912 -0.009 -0.003 -0.003 -0.131
H -3.82487 0.67866 0.08619 -0.024 0.012 -0.026 0.283
H -2.81177 3.87240 0.83054 0.027 -0.024 0.030 0.345
H -0.96121 3.82040 -1.45024 0.043 -0.037 -0.024 0.562
H -0.36201 4.30468 0.11754 0.012 0.019 0.054 0.236
H -1.01709 6.31306 -1.08462 -0.010 0.004 -0.008 0.430
H -2.13178 6.09662 0.24248 0.013 -0.013 0.008 0.410
H -3.39260 6.73516 -1.72825 0.020 0.007 -0.005 0.424
H -3.81457 5.08932 -1.33346 -0.012 0.015 0.001 -0.331
H -1.76403 5.84226 -3.48452 -0.004 0.004 -0.007 0.321
H -3.44926 5.44241 -3.80649 0.001 -0.007 -0.001 0.414
H -2.36772 4.21718 -3.15949 0.009 -0.001 -0.002 0.235
O 0.92644 1.99314 -0.52166 0.407 -0.272 0.436 -0.685
H 1.58126 1.67463 -1.16947 -0.023 0.041 -0.094 0.384
H 1.48259 1.79425 0.34990 -0.129 0.016 -0.214 0.525
```
Forces are in eV/Å.

Computed properties:
Orbital gap, hartree: 0.1752
M, g mol⁻¹: 665.2
Relative energy (zero: lowest compared OMol25 entry of this formula, charge and spin), kJ/mol: 33.9
E, eV: -75314.6339
Charge: +1

no.,HOMO level (eV)
1,-11.2
2,-9.3
3,-11.0